{"formula": "C4H7NO2", "method": "ωB97M-V with the def2-TZVPD basis set", "de_lowest_kcal_mol": 23.8, "orbital_gap_ev": [5.702, 7.684], "homo_ha": [-0.180, -0.384], "lumo_ev": [0.796, -2.763], "s_squared": 2.007, "e_tot_ha": -361.63626, "multiplicity": 3, "symbols": ["C", "C", "C", "C", "N", "O", "O", "H", "H", "H", "H", "H", "H", "H"], "positions_angstrom": [[-0.6224, -0.4623, -0.9022], [-0.5007, 0.9922, -0.6120], [-0.1212, 0.9932, 0.9047], [0.5662, -0.4362, 0.9706], [-0.0647, -1.2066, -0.0428], [-1.3436, -0.9305, -1.9364], [2.0230, -0.4080, 0.6914], [0.5005, 1.2458, -1.0505], [-1.1377, 1.7583, -0.8465], [0.5910, 1.8002, 1.1902], [-1.0253, 0.9117, 1.4140], [0.4122, -1.0082, 1.8733], [-1.3890, -1.9198, -1.9571], [2.1116, -1.3297, 0.3031]], "lowdin_charge": [-0.472, -0.101, -0.079, -0.361, 0.159, 0.098, -0.036, 0.126, 0.081, 0.127, 0.083, 0.132, 0.133, 0.110]}

***

{"formula": "C34H39BaBrN8O3S3", "method": "ωB97M-V with the def2-TZVPD basis set", "de_lowest_kcal_mol": 62.1, "orbital_gap_ev": [2.826, 2.825], "homo_ha": [0.014, 0.014], "charge": -2, "lumo_ev": [3.197, 3.196], "e_tot_ha": -5776.90884, "multiplicity": 1, "symbols": ["Ba", "N", "C", "C", "N", "C", "C", "N", "C", "C", "N", "H", "H", "H", "H", "H", "H", "H", "H", "H", "H", "H", "H", "H", "H", "H", "H", "H", "H", "C", "O", "C", "C", "C", "C", "C", "C", "N", "N", "C", "O", "C", "C", "C", "C", "C", "C", "C", "O", "H", "H", "H", "H", "H", "H", "H", "H", "H", "H", "H", "H", "Br", "C", "C", "C", "C", "C", "C", "N", "C", "C", "C", "C", "C", "C", "N", "H", "H", "H", "H", "H", "H", "H", "H", "H", "S", "C", "S", "S"], "positions_angstrom": [[0.4470, 0.1245, 0.1807], [-2.8551, 0.1000, -1.1053], [-2.7182, 0.1286, -2.5458], [-1.4453, 0.7339, -3.1383], [-0.1733, 0.0108, -2.9575], [0.8721, 0.7728, -3.6556], [1.3332, 2.0243, -2.9165], [2.1365, 1.6832, -1.7520], [-0.2510, -1.3639, -3.4525], [-0.6570, -2.4022, -2.4075], [0.3375, -2.5188, -1.3533], [-2.3609, -0.6535, -0.6373], [-2.5280, 0.9699, -0.6898], [-3.5244, 0.7521, -2.9519], [-2.9023, -0.8716, -2.9502], [-1.3327, 1.7243, -2.6948], [-1.6199, 0.8585, -4.2262], [0.5203, 1.0572, -4.6643], [1.7374, 0.1198, -3.8001], [0.4727, 2.5826, -2.5457], [1.8530, 2.6761, -3.6329], [2.1138, 2.4186, -1.0424], [3.0983, 1.4643, -1.9770], [0.7395, -1.6484, -3.8220], [-0.9373, -1.4331, -4.3146], [-0.8421, -3.3480, -2.9394], [-1.5963, -2.1280, -1.9317], [1.1464, -3.0648, -1.6166], [-0.0696, -2.8646, -0.4882], [-2.2894, -5.4451, 1.5009], [-1.9371, -4.1037, 1.3177], [-2.3107, -3.2227, 2.3118], [-2.9759, -3.6022, 3.4595], [-3.2910, -2.6409, 4.4287], [-2.9451, -1.3252, 4.2037], [-2.2903, -0.9134, 3.0367], [-2.0413, 0.5346, 2.8940], [-1.8627, 1.1382, 1.7774], [-1.8241, 2.4812, 1.7419], [-1.1555, 3.1760, 0.5247], [-0.7453, 2.3794, -0.4378], [-2.1602, 4.2081, -0.0004], [-1.9157, 4.7464, -1.2619], [-2.7839, 5.6646, -1.8310], [-3.9233, 6.0660, -1.1423], [-4.1728, 5.5385, 0.1159], [-3.2959, 4.6206, 0.6838], [-1.9188, -1.8727, 2.0622], [-1.2390, -1.5953, 1.0009], [-1.9284, -5.9833, 0.6252], [-3.3759, -5.5753, 1.5773], [-1.8259, -5.8718, 2.3988], [-3.2498, -4.6359, 3.6269], [-3.8028, -2.9332, 5.3372], [-3.1953, -0.5684, 4.9411], [-2.1263, 1.1222, 3.8129], [-1.0231, 4.4277, -1.7839], [-2.5692, 6.0743, -2.8122], [-4.6072, 6.7839, -1.5823], [-5.0578, 5.8424, 0.6647], [-3.4981, 4.2152, 1.6655], [5.5255, -4.1103, -4.6134], [4.8526, -3.2217, -3.0699], [3.8947, -2.2262, -3.2109], [3.4110, -1.5907, -2.0835], [3.8701, -1.9116, -0.7965], [4.8204, -2.9429, -0.6898], [5.3095, -3.5879, -1.8161], [3.3096, -1.2197, 0.2675], [3.9406, -1.1919, 1.4087], [3.4249, -0.5622, 2.5922], [4.2267, -0.4949, 3.7528], [3.7221, 0.0960, 4.8822], [2.4275, 0.6309, 4.8481], [1.7269, 0.5701, 3.6567], [2.1915, -0.0175, 2.5518], [3.5302, -1.9533, -4.1933], [2.6552, -0.8200, -2.1618], [5.1557, -3.2746, 0.2839], [6.0341, -4.3853, -1.7147], [4.9486, -1.6072, 1.5046], [5.2272, -0.9113, 3.7333], [4.3208, 0.1538, 5.7840], [1.9856, 1.1123, 5.7089], [0.7509, 1.0363, 3.5710], [0.5224, 5.5236, 1.1659], [-0.0017, 3.8537, 1.4338], [-1.0262, 3.4459, 2.9531], [1.5871, 2.9717, 1.4229]], "lowdin_charge": [1.727, 0.030, -0.278, -0.199, -0.179, -0.215, -0.260, -0.064, -0.203, -0.257, -0.034, 0.009, 0.036, 0.105, 0.093, 0.096, 0.114, 0.115, 0.091, 0.086, 0.108, -0.012, 0.066, 0.101, 0.119, 0.108, 0.090, 0.064, 0.043, -0.127, -0.096, -0.209, -0.069, -0.139, -0.089, -0.140, -0.150, -0.045, -0.381, -0.726, -0.389, -0.167, -0.050, -0.107, -0.135, -0.110, -0.043, -0.332, -0.350, 0.083, 0.088, 0.087, 0.083, 0.077, 0.097, 0.085, 0.102, 0.085, 0.079, 0.084, 0.086, 0.671, -0.707, -0.131, -0.043, -0.283, -0.029, -0.147, 0.055, -0.098, -0.284, -0.055, -0.096, -0.057, -0.188, 0.004, 0.096, 0.066, 0.098, 0.093, 0.107, 0.096, 0.093, 0.098, 0.064, 0.248, -1.486, 0.792, 0.339]}

***

{"formula": "C23H28N4O3", "method": "ωB97M-V with the def2-TZVPD basis set", "de_lowest_kcal_mol": 8.7, "orbital_gap_ev": 8.568, "smiles": "CCN(CC)CCNC(=O)c1ccc2c(=O)n(CCc3ccccc3)c(=O)[nH]c2c1", "homo_ha": -0.314, "lumo_ev": 0.036, "e_tot_ha": -1338.07751, "multiplicity": 1, "symbols": ["C", "C", "N", "C", "C", "C", "C", "N", "C", "O", "C", "C", "C", "C", "C", "O", "N", "C", "C", "C", "C", "C", "C", "C", "C", "C", "O", "N", "C", "C", "H", "H", "H", "H", "H", "H", "H", "H", "H", "H", "H", "H", "H", "H", "H", "H", "H", "H", "H", "H", "H", "H", "H", "H", "H", "H", "H", "H"], "positions_angstrom": [[-2.4727, -2.0981, 2.4860], [-3.7903, -1.4795, 2.9486], [-3.6669, -0.0478, 3.1418], [-4.8734, 0.6998, 2.8274], [-4.9616, 0.9967, 1.3341], [-3.0313, 0.3446, 4.3812], [-2.0631, 1.5106, 4.1219], [-1.1000, 1.1406, 3.1130], [-1.2389, 1.5490, 1.8274], [-1.9616, 2.4606, 1.4827], [-0.3883, 0.7946, 0.8515], [-0.9356, 0.4959, -0.3982], [-0.2010, -0.2086, -1.3250], [1.1015, -0.6089, -1.0298], [1.8925, -1.3400, -2.0248], [1.4500, -1.7245, -3.0845], [3.2155, -1.5810, -1.6653], [4.1122, -2.0867, -2.6951], [4.8691, -0.9200, -3.3532], [3.8827, 0.1156, -3.8133], [3.2775, 0.0166, -5.0588], [2.2875, 0.9068, -5.4319], [1.8827, 1.9033, -4.5601], [2.4854, 2.0169, -3.3199], [3.4818, 1.1301, -2.9524], [3.7918, -1.2567, -0.4548], [4.9488, -1.4878, -0.1890], [2.9586, -0.6596, 0.4601], [1.6618, -0.2814, 0.2085], [0.9084, 0.4102, 1.1538], [-2.6227, -3.1451, 2.2350], [-1.7133, -2.0432, 3.2631], [-2.1090, -1.5740, 1.6054], [-4.1396, -1.9892, 3.8639], [-4.5379, -1.6483, 2.1724], [-5.7750, 0.1597, 3.1629], [-4.8384, 1.6498, 3.3638], [-4.9621, 0.0788, 0.7516], [-4.1088, 1.6002, 1.0371], [-5.8745, 1.5458, 1.1177], [-3.7567, 0.6430, 5.1545], [-2.4603, -0.5012, 4.7736], [-2.6019, 2.3763, 3.7335], [-1.5460, 1.7865, 5.0459], [-0.6133, 0.2719, 3.2737], [-1.9393, 0.8262, -0.6145], [-0.6005, -0.4614, -2.2947], [4.8141, -2.7813, -2.2310], [3.4913, -2.6013, -3.4297], [5.4443, -1.3118, -4.1925], [5.5583, -0.4941, -2.6220], [3.5775, -0.7707, -5.7349], [1.8216, 0.8160, -6.4020], [1.0993, 2.5897, -4.8455], [2.1747, 2.7919, -2.6339], [3.9550, 1.2261, -1.9835], [3.3843, -0.4223, 1.3462], [1.3560, 0.6706, 2.1023]], "lowdin_charge": [-0.075, -0.251, -0.201, -0.247, -0.073, -0.183, -0.151, 0.071, -0.456, 0.070, -0.127, -0.006, 0.022, -0.063, -0.370, 0.104, 0.066, -0.104, -0.107, -0.242, -0.042, -0.077, -0.088, -0.078, -0.053, -0.484, 0.091, 0.179, -0.167, 0.041, 0.072, 0.059, 0.063, 0.119, 0.110, 0.117, 0.113, 0.066, 0.050, 0.072, 0.123, 0.113, 0.116, 0.119, 0.126, 0.118, 0.126, 0.128, 0.127, 0.120, 0.115, 0.117, 0.103, 0.100, 0.105, 0.117, 0.165, 0.122]}

***

{"formula": "C3H7N3O", "method": "ωB97M-V with the def2-TZVPD basis set", "de_lowest_kcal_mol": 105.5, "orbital_gap_ev": 8.680, "smiles": "NCNNC=C=O", "homo_ha": -0.287, "lumo_ev": 0.869, "e_tot_ha": -357.88177, "multiplicity": 1, "symbols": ["N", "C", "N", "N", "C", "C", "O", "H", "H", "H", "H", "H", "H", "H"], "positions_angstrom": [[-2.3864, -0.3762, -0.5803], [-1.3355, -0.7698, 0.3161], [0.1242, -0.4135, -0.1009], [0.6417, 0.9028, 0.2574], [2.0969, 1.0526, -0.0007], [2.8000, -0.0044, -0.0745], [3.4122, -0.9462, -0.2549], [-2.3594, 0.5962, -0.8230], [-3.3881, -0.6998, -0.4444], [-1.0653, -1.8155, 0.3809], [-1.4505, -0.2562, 1.3125], [0.1375, -0.3991, -1.0599], [0.4185, 0.9798, 1.1796], [2.3542, 2.1492, -0.1079]], "lowdin_charge": [-0.020, -0.266, -0.068, -0.077, -0.120, -0.255, 0.201, 0.055, 0.102, 0.099, 0.110, 0.060, 0.047, 0.131]}

***

Q: Which value of multiplicity does entry 4 give?
A: 1

***

Q: Which of these has the highest multiplicity?
A: C4H7NO2